DFT (ωB97M-V/def2-TZVPD) results for an isolated molecule of C3H7N3O in a non-equilibrium geometry.

Structure (XYZ):
```
14
Properties=species:S:1:pos:R:3:nbo_charge:R:1
C -0.653 0.339 -0.096 0.3110
C -0.447 -0.807 0.862 -0.2854
C 1.474 -0.405 -0.453 -0.0838
N 1.011 -0.887 0.900 -0.6179
N 0.421 0.527 -0.851 0.0500
N -1.772 1.224 -0.189 -0.8065
O 0.695 1.552 -1.546 -0.5858
H -0.843 -0.484 1.824 0.2200
H -0.909 -1.863 0.698 0.2099
H 2.656 -0.129 -0.337 0.2392
H 1.259 -1.230 -1.169 0.1945
H 1.424 -0.270 1.669 0.3687
H -2.563 0.595 -0.245 0.3718
H -1.753 1.840 -1.067 0.4142
```

As for the HOMO energy: -0.288 hartree. Its energy above the lowest of the compared OMol25 structures with the same formula, charge and spin is 3.977 eV. For the gap between HOMO and LUMO, the calculation gives 8.6 eV. Its total energy is -9739.0563 eV.

***

DFT (ωB97M-V/def2-TZVPD) results for a cluster of 5 separate species, C10H19BCl8F3O3 in total in a non-equilibrium geometry.

Structure (XYZ):
```
44
Properties=species:S:1:pos:R:3:nbo_charge:R:1
C 3.141 2.209 -1.161 -0.2372
O 2.552 1.935 -2.410 -0.7639
B 2.379 0.529 -2.662 0.9830
O 3.109 0.053 -3.780 -0.9255
C 1.493 -0.342 -1.831 -0.9832
C 0.296 0.509 -1.279 -0.4588
C -0.831 -0.376 -0.730 -0.0688
O -2.176 -0.035 -1.122 -0.5388
C -2.496 1.305 -0.911 -0.1543
C -2.690 2.014 -2.275 0.9434
F -3.944 2.441 -2.433 -0.3461
F -1.892 3.050 -2.474 -0.3265
F -2.467 1.185 -3.264 -0.3111
H 3.675 1.347 -0.763 0.1718
H 2.413 2.506 -0.399 0.1500
H 3.842 3.046 -1.262 0.1505
H 3.909 0.595 -3.818 0.4547
H 1.118 -1.144 -2.480 0.1753
H 0.696 1.071 -0.432 0.1736
H -0.033 1.206 -2.046 0.1811
H -0.721 -0.438 0.353 0.1525
H -0.659 -1.375 -1.114 0.1903
H -3.487 1.317 -0.438 0.1889
H -1.819 1.822 -0.238 0.2049
C 7.198 1.457 -0.409 -0.3975
Cl 6.640 3.081 -0.831 -0.0270
Cl 6.131 0.673 0.759 -0.0081
H 7.229 0.856 -1.311 0.2233
H 8.189 1.533 0.025 0.2107
C -3.515 -1.341 2.188 -0.3843
Cl -1.797 -1.593 2.519 -0.0331
Cl -3.869 0.358 1.840 -0.0312
H -3.788 -1.931 1.330 0.2249
H -4.086 -1.644 3.053 0.2169
C 1.929 -2.051 3.114 -0.4026
Cl 2.491 -1.229 1.659 0.0244
Cl 2.567 -3.702 3.229 -0.0558
H 2.248 -1.494 3.988 0.2088
H 0.848 -2.102 3.072 0.2130
C -6.959 -3.167 2.985 -0.3930
Cl -6.415 -1.983 4.181 -0.0217
Cl -5.823 -3.350 1.639 -0.0176
H -7.068 -4.126 3.476 0.2212
H -7.912 -2.839 2.587 0.2228
```

As for the HOMO energy: -0.078 hartree. Its charge is -1. For the gap between HOMO and LUMO, the calculation gives 4.0 eV. Its total energy is -125829.9145 eV.

***

DFT (ωB97M-V/def2-TZVPD) results for a structure of composition C12H33MnN2O11S2 in a non-equilibrium geometry.

Structure (XYZ):
```
61
Properties=species:S:1:pos:R:3:nbo_charge:R:1
Mn 4.048 -14.637 -18.478 1.5692
N 4.233 -17.074 -20.013 0.7277
O 3.344 -16.355 -19.457 -0.6512
O 5.334 -16.899 -19.599 -0.4812
O 4.013 -17.810 -20.988 -0.4889
O 5.722 -13.430 -18.678 -1.2641
H 6.124 -14.083 -19.284 0.4395
O 2.287 -14.119 -17.667 -1.3111
H 1.416 -14.555 -17.602 0.4548
C 6.238 -8.819 -20.784 -0.6608
C 5.076 -9.458 -19.963 -0.2754
N 5.350 -10.005 -18.549 0.0830
C 4.172 -10.841 -18.131 -0.3034
C 4.153 -11.247 -16.652 -0.6685
C 5.726 -8.908 -17.561 -0.2624
C 4.667 -7.803 -17.527 -0.6349
H 7.172 -9.376 -20.722 0.2407
H 6.689 -7.881 -20.460 0.2177
H 5.875 -8.344 -21.695 0.2510
H 4.298 -8.697 -20.036 0.2407
H 4.726 -10.354 -20.476 0.2487
H 3.326 -10.180 -18.320 0.2528
H 4.025 -11.800 -18.629 0.3308
H 4.320 -10.522 -15.856 0.1930
H 3.243 -11.792 -16.400 0.2787
H 4.888 -12.022 -16.433 0.2437
H 6.668 -8.469 -17.886 0.2319
H 5.864 -9.404 -16.600 0.2396
H 3.681 -8.135 -17.201 0.2301
H 4.555 -7.182 -18.415 0.2264
H 4.897 -7.151 -16.684 0.2435
O 4.736 -15.571 -16.714 -0.9243
S 5.362 -15.711 -15.394 2.3098
O 5.391 -17.046 -14.823 -0.9071
O 6.993 -15.330 -15.609 -0.6959
C 7.929 -15.602 -14.569 -0.0762
C 9.314 -15.859 -15.108 -0.6307
C 4.845 -14.453 -14.082 -0.8278
H 7.532 -16.470 -14.042 0.2013
H 7.952 -14.762 -13.874 0.1646
H 10.057 -15.857 -14.310 0.2172
H 9.654 -15.023 -15.718 0.2180
H 9.492 -16.757 -15.701 0.2277
H 5.237 -14.815 -13.132 0.2477
H 3.775 -14.444 -13.874 0.2645
H 5.253 -13.464 -14.290 0.2457
O 3.309 -13.291 -20.255 -0.9303
S 2.142 -12.603 -20.793 2.3103
O 1.689 -11.256 -20.324 -0.8983
O 2.379 -12.628 -22.454 -0.6961
C 2.552 -13.898 -23.060 -0.0936
C 2.855 -13.720 -24.557 -0.6299
C 0.650 -13.664 -20.649 -0.8746
H 1.690 -14.564 -23.106 0.1863
H 3.344 -14.454 -22.558 0.2110
H 3.785 -13.263 -24.896 0.2144
H 2.075 -13.115 -25.020 0.2094
H 2.871 -14.634 -25.151 0.2280
H 0.186 -13.505 -19.676 0.2713
H 0.904 -14.723 -20.611 0.2725
H -0.067 -13.465 -21.446 0.2437
```

As for the HOMO energy (spin up / spin down): -0.262 / -0.297 hartree. The spin multiplicity is 7. For the gap between HOMO and LUMO (spin up / spin down), the calculation gives 7.2 / 4.3 eV. Its total energy is -91463.7780 eV.

***

DFT (ωB97M-V/def2-TZVPD) results for a cluster of 2 separate species, CH4BrN2 in total in a non-equilibrium geometry.

Structure (XYZ):
```
8
Properties=species:S:1:pos:R:3:nbo_charge:R:1
C -0.089 1.090 -1.103 0.7941
N 0.303 -0.064 -0.705 -0.7917
N -0.366 2.083 -1.700 -0.4703
Br 0.444 -2.041 2.656 -0.2479
H 1.201 -0.523 -0.755 0.4839
H -0.039 -0.447 0.154 0.4686
H -0.388 -2.818 3.562 0.2539
H -1.067 2.720 -2.108 0.5095
```

As for the HOMO energy: -0.529 hartree. Its energy above the lowest of the compared OMol25 structures with the same formula, charge and spin is 2.025 eV. Its charge is +1. For the gap between HOMO and LUMO, the calculation gives 9.1 eV. Its total energy is -74115.8897 eV.

***

DFT (ωB97M-V/def2-TZVPD) results for a structure of composition C6H5AsF14NaO4 in a non-equilibrium geometry.

Structure (XYZ):
```
31
Properties=species:S:1:pos:R:3:nbo_charge:R:1
Na 25.653 -20.030 -0.236 0.9564
As 25.365 -21.512 -3.967 2.8039
F 26.788 -20.715 -4.766 -0.6245
F 24.944 -22.233 -5.555 -0.6134
F 23.927 -22.331 -3.282 -0.6250
F 25.785 -20.821 -2.426 -0.6819
F 24.349 -20.099 -4.304 -0.6288
F 26.439 -22.901 -3.586 -0.6195
O 23.477 -17.444 -2.467 -0.6106
C 24.012 -18.061 -1.410 0.9213
O 25.104 -17.726 -0.896 -0.5348
O 23.475 -19.124 -1.131 -0.2663
H 24.034 -16.668 -2.563 0.5032
C 25.981 -18.451 2.941 -0.1583
C 24.696 -19.269 2.786 0.6068
C 24.033 -19.483 4.215 0.5295
F 24.713 -20.370 4.932 -0.3148
F 23.956 -18.362 4.866 -0.3037
F 23.818 -18.565 2.113 -0.3186
F 24.799 -20.388 2.092 -0.3301
O 26.575 -18.249 1.685 -0.5560
C 27.787 -17.528 1.639 0.8480
C 28.245 -17.364 0.167 0.5121
F 29.344 -16.642 0.047 -0.2990
F 28.439 -18.555 -0.439 -0.3133
F 27.618 -16.360 2.280 -0.3158
F 28.620 -18.205 2.374 -0.3061
H 26.635 -18.863 3.710 0.2187
H 25.765 -17.455 3.327 0.2272
H 23.025 -19.812 3.963 0.1396
H 27.485 -16.753 -0.319 0.1538
```

As for the HOMO energy (spin up / spin down): -0.431 / -0.431 hartree. Its energy above the lowest of the compared OMol25 structures with the same formula, charge and spin is 0.000 eV. The spin multiplicity is 2. For the gap between HOMO and LUMO (spin up / spin down), the calculation gives 11.2 / 6.3 eV. Its total energy is -117795.2398 eV.